#i
{"formula": "C5H11NO", "method": "ωB97M-V/def2-TZVPD", "species": ["C", "N", "C", "C", "C", "C", "O", "H", "H", "H", "H", "H", "H", "H", "H", "H", "H", "H"], "positions_angstrom": [[1.26, -0.86, -0.96], [-0.12, -0.68, -0.49], [-1.15, -0.68, -1.39], [-0.03, -0.17, 2.09], [-0.26, 0.34, 0.58], [0.19, 1.80, 0.50], [-0.33, 2.66, 1.27], [1.36, -1.64, -1.78], [1.67, 0.06, -1.48], [2.12, -0.99, -0.31], [-2.16, -0.50, -1.06], [-1.28, -1.50, -2.17], [-0.90, 0.20, -2.10], [-0.05, 0.64, 2.75], [1.01, -0.59, 2.09], [-0.89, -0.81, 2.45], [-1.30, 0.65, 0.43], [0.86, 2.05, -0.40]], "nbo_charge": [-0.4263, -0.4792, -0.3823, -0.6586, -0.1626, 0.0236, -0.7763, 0.1732, 0.1622, 0.2063, 0.2067, 0.1738, 0.1303, 0.2224, 0.1808, 0.1722, 0.1746, 0.0593], "charge": -1, "gap_ha": [0.1257, 0.2578], "s_squared": 0.753, "homo_energy_ha": [0.01958, -0.11630], "spin_multiplicity": 2}

=====

#ii
{"formula": "C5H11NO", "method": "ωB97M-V/def2-TZVPD", "species": ["O", "C", "C", "C", "C", "C", "N", "H", "H", "H", "H", "H", "H", "H", "H", "H", "H", "H"], "positions_angstrom": [[2.39, -1.67, -1.26], [2.28, -1.01, -0.18], [0.83, -0.58, 0.31], [0.57, 0.83, -0.26], [-0.92, 1.23, -0.44], [-1.90, 0.94, 0.71], [-0.16, -1.51, -0.29], [2.94, -1.32, 0.68], [0.81, -0.74, 1.39], [1.03, 1.58, 0.40], [1.04, 0.92, -1.24], [-1.25, 0.64, -1.30], [-0.87, 2.22, -0.93], [-1.26, 0.46, 1.46], [-2.72, 0.40, 0.25], [-2.45, 1.77, 1.17], [-0.66, -1.98, 0.43], [0.32, -2.17, -0.89]], "nbo_charge": [-0.8014, 0.0091, -0.1551, -0.4069, -0.4132, -0.6317, -0.8957, 0.0409, 0.1618, 0.1723, 0.2130, 0.2044, 0.1811, 0.2154, 0.2080, 0.1837, 0.3318, 0.3824], "charge": -1, "gap_ha": [0.1486, 0.2554], "s_squared": 0.753, "homo_energy_ha": [-0.00315, -0.11044], "spin_multiplicity": 2}

=====

#iii
{"formula": "C5H11NO", "method": "ωB97M-V/def2-TZVPD", "species": ["C", "C", "N", "C", "C", "C", "H", "H", "H", "H", "H", "H", "H", "H", "H", "H", "H", "O"], "positions_angstrom": [[-0.28, -0.10, 0.92], [-1.53, -0.58, 0.98], [-2.62, 0.30, 1.13], [0.95, -0.91, 0.61], [0.82, -1.51, -0.77], [1.61, -1.27, -1.81], [-0.16, 0.91, 1.31], [-1.77, -1.63, 0.92], [-3.51, -0.04, 0.88], [-2.36, 1.27, 1.13], [1.04, -1.75, 1.31], [1.85, -0.32, 0.78], [0.12, -2.34, -0.85], [1.37, -1.71, -2.77], [2.52, -0.68, -1.91], [0.35, 4.16, -0.72], [1.10, 2.89, -0.89], [0.47, 3.30, -0.26]], "nbo_charge": [-0.2995, -0.0181, -0.8553, -0.4894, -0.1650, -0.4897, 0.2171, 0.1709, 0.3732, 0.3936, 0.1911, 0.2213, 0.1799, 0.1733, 0.1829, 0.2981, 0.3233, -1.4077], "charge": -1, "gap_ha": [0.0875, 0.2996], "s_squared": 0.750, "homo_energy_ha": [0.04339, -0.17295], "spin_multiplicity": 2}

=====

#iv
{"formula": "C5H11NO", "method": "ωB97M-V/def2-TZVPD", "species": ["O", "C", "C", "C", "C", "C", "N", "H", "H", "H", "H", "H", "H", "H", "H", "H", "H", "H"], "positions_angstrom": [[-2.51, -0.17, 1.73], [-1.51, 0.52, 1.50], [-0.42, -0.41, 0.76], [0.64, 0.39, -0.06], [1.73, -0.51, -0.36], [0.03, 1.21, -1.18], [-0.93, -1.50, -0.03], [-1.15, 1.52, 1.75], [0.22, -0.79, 1.65], [0.82, 1.09, 0.79], [1.38, -1.46, -0.92], [2.54, -0.09, -0.89], [2.50, -0.85, 0.38], [0.08, 0.63, -2.12], [0.50, 2.14, -1.47], [-0.94, 1.49, -0.99], [-1.52, -2.19, 0.35], [-1.47, -1.02, -0.88]], "nbo_charge": [-0.7593, 0.0080, -0.1083, -0.2765, -0.6269, -0.6570, -0.8926, 0.0769, 0.1432, 0.1993, 0.2228, 0.1857, 0.2054, 0.1795, 0.1882, 0.2095, 0.3692, 0.3332], "charge": -1, "gap_ha": [0.1283, 0.2550], "s_squared": 0.753, "homo_energy_ha": [0.02303, -0.11083], "spin_multiplicity": 2}

=====

Short version: #ii is the most stable of them.

=====

#i
{"formula": "C20H22N2O", "method": "ωB97M-V/def2-TZVPD", "species": ["C", "C", "C", "C", "N", "C", "C", "C", "C", "C", "N", "C", "C", "C", "C", "C", "C", "C", "C", "C", "C", "C", "O", "H", "H", "H", "H", "H", "H", "H", "H", "H", "H", "H", "H", "H", "H", "H", "H", "H", "H", "H", "H", "H", "H"], "positions_angstrom": [[-2.45, 1.19, -1.80], [-1.11, 1.34, -1.45], [-0.43, 0.86, -0.15], [-1.41, 0.92, 1.10], [-0.75, 0.55, 2.34], [-1.41, 0.45, 3.63], [0.62, 0.11, 2.16], [0.55, -1.05, 1.16], [0.24, -0.48, -0.31], [1.48, -0.41, -1.25], [1.42, -1.01, -2.41], [0.26, -1.68, -2.36], [-0.17, -2.66, -3.28], [-1.29, -3.48, -2.90], [-2.01, -3.25, -1.70], [-1.61, -2.13, -0.89], [-0.44, -1.42, -1.20], [2.48, 0.68, -1.01], [1.70, 2.02, -0.85], [0.68, 1.90, 0.29], [1.38, 1.37, 1.62], [2.93, 0.99, 1.43], [3.25, 0.28, 0.16], [-2.76, 1.75, -2.71], [-3.22, 0.64, -1.31], [-0.54, 1.99, -2.10], [-2.38, 0.44, 0.93], [-1.75, 1.97, 1.19], [-2.29, -0.08, 3.78], [-0.70, 0.04, 4.35], [-1.49, 1.41, 4.10], [1.04, -0.17, 3.11], [-0.21, -1.80, 1.46], [1.50, -1.59, 1.29], [0.42, -2.77, -4.17], [-1.59, -4.37, -3.38], [-2.91, -3.88, -1.45], [-2.14, -2.10, 0.08], [3.07, 0.67, -1.89], [1.20, 2.55, -1.65], [2.47, 2.80, -0.57], [0.26, 3.00, 0.45], [1.24, 2.13, 2.27], [3.31, 0.44, 2.38], [3.54, 1.88, 1.51]], "nbo_charge": [-0.3616, -0.1894, -0.0452, -0.1996, -0.4931, -0.3953, -0.0156, -0.3838, -0.1958, 0.3599, -0.4291, 0.1829, -0.2277, -0.2100, -0.2236, -0.1926, -0.0606, 0.0402, -0.4525, -0.1780, -0.2546, -0.0799, -0.5406, 0.2013, 0.2009, 0.2007, 0.1844, 0.1809, 0.1889, 0.1986, 0.1747, 0.2125, 0.2258, 0.2290, 0.2240, 0.2097, 0.2175, 0.2093, 0.2132, 0.2321, 0.2190, 0.2306, 0.2186, 0.1981, 0.1759], "charge": 0, "gap_ha": 0.3067, "homo_energy_ha": -0.28428, "smiles": "C=C[C@@]12CN(C)[C@H]3C[C@]14C(=Nc1ccccc14)[C@H]1C[C@@H]2[C@@H]3CO1"}

=====

#ii
{"formula": "C20H22N2O", "method": "ωB97M-V/def2-TZVPD", "species": ["C", "C", "C", "O", "N", "C", "C", "C", "C", "C", "C", "C", "C", "N", "C", "C", "C", "C", "C", "C", "C", "C", "C", "H", "H", "H", "H", "H", "H", "H", "H", "H", "H", "H", "H", "H", "H", "H", "H", "H", "H", "H", "H", "H", "H"], "positions_angstrom": [[0.23, 0.19, -2.69], [0.27, 0.15, -1.15], [0.87, -1.19, -0.71], [0.29, -2.24, -0.83], [2.10, -1.17, -0.12], [2.53, -2.36, 0.62], [3.49, -1.84, 1.69], [3.92, -0.52, 1.11], [4.97, 0.29, 1.47], [5.19, 1.46, 0.75], [4.39, 1.77, -0.33], [3.33, 0.96, -0.71], [3.07, -0.17, 0.05], [-1.01, 0.33, -0.48], [-1.46, 1.70, -0.40], [-2.41, 1.81, 0.79], [-3.50, 0.79, 0.70], [-4.68, 0.94, 1.42], [-5.68, -0.01, 1.35], [-5.51, -1.13, 0.56], [-4.34, -1.29, -0.16], [-3.33, -0.34, -0.10], [-2.09, -0.52, -0.93], [-0.27, 1.10, -3.03], [-0.29, -0.68, -3.08], [1.25, 0.18, -3.09], [0.90, 0.96, -0.78], [3.02, -3.05, -0.07], [1.64, -2.86, 1.03], [2.99, -1.69, 2.65], [4.34, -2.51, 1.84], [5.61, 0.02, 2.30], [6.01, 2.11, 1.02], [4.60, 2.66, -0.91], [2.76, 1.21, -1.59], [-0.60, 2.36, -0.25], [-1.98, 2.03, -1.32], [-2.83, 2.82, 0.84], [-1.84, 1.64, 1.71], [-4.80, 1.82, 2.04], [-6.59, 0.13, 1.92], [-6.29, -1.87, 0.50], [-4.20, -2.16, -0.79], [-1.76, -1.56, -0.87], [-2.37, -0.31, -1.98]], "nbo_charge": [-0.6361, -0.1197, 0.7068, -0.6225, -0.4339, -0.2001, -0.4489, 0.0337, -0.2169, -0.2233, -0.1998, -0.2457, 0.1392, -0.4361, -0.2074, -0.4222, -0.0163, -0.1941, -0.2174, -0.2151, -0.1925, -0.0193, -0.2621, 0.2134, 0.2262, 0.2123, 0.2127, 0.1974, 0.2319, 0.2195, 0.2248, 0.2147, 0.2146, 0.2149, 0.2157, 0.2007, 0.1640, 0.2107, 0.2176, 0.2045, 0.2100, 0.2105, 0.2082, 0.2555, 0.1700], "charge": 0, "gap_ha": 0.3353, "homo_energy_ha": -0.30669, "smiles": "C[C@H](C(=O)N1CCc2ccccc21)N1CCc2ccccc2C1"}

=====

Short version: #ii is the most stable of them.

=====

#i
{"formula": "CH3NO", "method": "ωB97M-V/def2-TZVPD", "species": ["C", "N", "O", "H", "H", "H"], "positions_angstrom": [[0.40, 0.36, 0.19], [-0.47, -0.78, 0.14], [-1.02, 0.51, -0.12], [0.63, 0.41, 1.28], [0.96, 0.77, -0.62], [-0.49, -1.27, -0.87]], "nbo_charge": [-0.0002, -0.3129, -0.3915, 0.1912, 0.1907, 0.3226], "charge": 0, "gap_ha": 0.3978, "homo_energy_ha": -0.35718, "smiles": "C1NO1"}

=====

#ii
{"formula": "CH3NO", "method": "ωB97M-V/def2-TZVPD", "species": ["N", "C", "O", "H", "H", "H"], "positions_angstrom": [[-0.60, 0.19, -0.29], [0.58, -0.13, 0.17], [1.20, 0.53, 1.05], [-1.14, 0.87, 0.23], [-1.03, -0.40, -0.97], [0.99, -1.06, -0.18]], "nbo_charge": [-0.7950, 0.5013, -0.6282, 0.4100, 0.3932, 0.1186], "charge": 0, "gap_ha": 0.3956, "homo_energy_ha": -0.36354, "smiles": "NC=O"}

=====

#iii
{"formula": "CH3NO", "method": "ωB97M-V/def2-TZVPD", "species": ["N", "C", "O", "H", "H", "H"], "positions_angstrom": [[-0.03, -0.38, 0.10], [0.99, 0.37, -0.20], [2.35, -0.20, -0.03], [-0.99, 0.08, 0.14], [0.25, -1.21, 0.52], [0.72, 1.36, -0.39]], "nbo_charge": [-0.7567, 0.4819, -0.6987, 0.4099, 0.4202, 0.1434], "charge": 0, "gap_ha": 0.3722, "homo_energy_ha": -0.34996, "smiles": "NC=O"}

=====

Short version: #ii is the most stable of them.

=====

#i
{"formula": "C8H15N3O5", "method": "ωB97M-V/def2-TZVPD", "species": ["N", "C", "O", "C", "C", "C", "N", "C", "O", "C", "N", "C", "O", "C", "O", "O", "H", "H", "H", "H", "H", "H", "H", "H", "H", "H", "H", "H", "H", "H", "H"], "positions_angstrom": [[-3.69, -2.32, -0.94], [-3.28, -1.49, 0.03], [-3.85, -1.44, 1.10], [-1.99, -0.60, -0.28], [-2.01, 0.80, 0.35], [-0.85, 1.56, -0.21], [0.46, 1.03, 0.36], [1.65, 0.76, -0.21], [1.93, 0.98, -1.36], [2.67, -0.09, 0.62], [2.00, -0.83, 1.63], [3.59, -1.00, -0.32], [3.02, -2.25, -0.58], [-0.93, 3.09, -0.08], [-1.98, 3.65, -0.37], [0.19, 3.83, 0.22], [-3.19, -2.65, -1.76], [-4.43, -2.96, -0.61], [-1.05, -1.18, -0.16], [-1.99, -0.43, -1.34], [-2.87, 1.43, -0.01], [-1.99, 0.79, 1.47], [-0.84, 1.45, -1.30], [0.29, 0.67, 1.31], [3.34, 0.70, 1.02], [1.46, -1.58, 1.26], [2.65, -1.30, 2.21], [4.59, -1.19, 0.02], [3.70, -0.43, -1.26], [2.49, -2.28, -1.38], [0.93, 3.28, 0.55]], "nbo_charge": [-0.8258, 0.6852, -0.6132, -0.4966, -0.4167, -0.1465, -0.6599, 0.6664, -0.6264, -0.1556, -0.8399, -0.0822, -0.7378, 0.7818, -0.5687, -0.6692, 0.4021, 0.4047, 0.2251, 0.2078, 0.2640, 0.2274, 0.2452, 0.4236, 0.2099, 0.3689, 0.3685, 0.1795, 0.2002, 0.4794, 0.4989], "charge": 0, "gap_ha": 0.3713, "homo_energy_ha": -0.36137, "smiles": "NC(=O)CC[C@H](NC(=O)[C@@H](N)CO)C(=O)O"}

=====

#ii
{"formula": "C8H15N3O5", "method": "ωB97M-V/def2-TZVPD", "species": ["C", "C", "O", "C", "N", "C", "O", "C", "N", "C", "C", "N", "O", "C", "O", "O", "H", "H", "H", "H", "H", "H", "H", "H", "H", "H", "H", "H", "H", "H", "H"], "positions_angstrom": [[-2.52, 2.22, -0.08], [-1.56, 1.21, -0.53], [-0.26, 1.76, -0.40], [-1.62, 0.02, 0.22], [-0.73, -1.02, -0.12], [0.38, -1.05, 0.70], [0.27, -0.83, 1.85], [1.63, -1.77, 0.16], [1.72, -1.88, -1.29], [2.84, -0.85, 0.70], [2.59, 0.52, 0.11], [2.54, 1.65, 1.01], [2.44, 0.69, -1.13], [-3.03, -0.82, 0.24], [-3.95, -0.91, 1.06], [-2.98, -1.39, -0.88], [-3.66, 2.05, -0.53], [-2.56, 2.04, 1.00], [-2.22, 3.23, -0.47], [-1.65, 1.08, -1.60], [0.51, 1.44, -0.96], [-1.47, 0.29, 1.31], [-0.34, -1.10, -1.14], [1.52, -2.83, 0.73], [2.54, -2.47, -1.72], [2.21, -0.98, -1.53], [3.56, -1.42, -0.02], [2.96, -0.61, 1.78], [2.56, 1.63, 2.10], [1.90, 2.31, 0.34], [-3.61, -2.21, -0.94]], "nbo_charge": [-0.6138, 0.0600, -0.7810, -0.1765, -0.6335, 0.6782, -0.6082, -0.1187, -0.8871, -0.5485, 0.7009, -0.8683, -0.6887, 0.8102, -0.6033, -0.6723, 0.2170, 0.2191, 0.2403, 0.1735, 0.5080, 0.2593, 0.4219, 0.2440, 0.3737, 0.4024, 0.2522, 0.2547, 0.4397, 0.4405, 0.5044], "charge": 0, "gap_ha": 0.3683, "homo_energy_ha": -0.34984, "smiles": "C[C@@H](O)[C@H](NC(=O)[C@@H](N)CC(N)=O)C(=O)O"}

=====

Short version: #i is the most stable of them.

=====

#i
{"formula": "C8H15N3O5", "method": "ωB97M-V/def2-TZVPD", "species": ["N", "C", "O", "C", "C", "C", "N", "C", "O", "N", "C", "C", "O", "C", "O", "O", "H", "H", "H", "H", "H", "H", "H", "H", "H", "H", "H", "H", "H", "H", "H"], "positions_angstrom": [[5.53, -0.29, -0.47], [4.39, -0.23, 0.24], [4.34, -0.68, 1.33], [3.18, 0.49, -0.41], [1.85, -0.12, 0.06], [0.66, 0.79, -0.26], [0.41, 2.00, 0.55], [-0.59, -0.10, -0.44], [-0.55, -1.03, -1.23], [-1.66, 0.43, 0.15], [-2.93, -0.18, -0.02], [-2.95, -1.57, 0.58], [-4.11, -2.19, 0.12], [-4.02, 0.93, 0.13], [-3.82, 2.17, 0.04], [-5.24, 0.41, -0.13], [5.39, -0.25, -1.53], [6.31, -0.81, 0.05], [3.29, 1.74, -0.37], [3.14, 0.18, -1.68], [1.81, -0.99, -0.59], [1.98, -0.35, 1.11], [0.95, 1.23, -1.23], [0.67, 1.66, 1.50], [1.09, 2.78, 0.29], [-1.64, 1.39, 0.36], [-3.07, -0.52, -1.06], [-2.96, -1.47, 1.77], [-2.03, -2.05, 0.19], [-4.38, -2.82, 0.78], [-5.03, -0.56, 0.17]], "nbo_charge": [-0.8415, 0.6549, -0.6072, -0.4753, -0.4450, -0.1393, -0.8387, 0.6758, -0.6436, -0.6166, -0.2078, -0.0767, -0.7239, 0.7695, -0.5797, -0.6515, 0.4066, 0.4190, 0.2311, 0.1961, 0.2427, 0.2282, 0.2088, 0.3593, 0.3767, 0.4589, 0.2390, 0.1655, 0.2254, 0.4892, 0.5000], "charge": 0, "gap_ha": 0.3699, "homo_energy_ha": -0.35571, "smiles": "NC(=O)CC[C@H](N)C(=O)N[C@@H](CO)C(=O)O"}

=====

#ii
{"formula": "C8H15N3O5", "method": "ωB97M-V/def2-TZVPD", "species": ["C", "C", "O", "C", "N", "C", "O", "N", "C", "C", "C", "N", "O", "C", "O", "O", "H", "H", "H", "H", "H", "H", "H", "H", "H", "H", "H", "H", "H", "H", "H"], "positions_angstrom": [[3.49, 0.45, 1.50], [2.64, 0.16, 0.27], [3.54, -0.64, -0.49], [1.28, -0.50, 0.59], [1.65, -1.84, 1.05], [0.60, -0.83, -0.69], [1.33, -1.51, -1.35], [-0.50, -0.28, -1.18], [-1.29, 0.84, -0.76], [-2.28, 0.51, 0.40], [-3.12, -0.70, 0.25], [-4.13, -0.94, 1.22], [-3.07, -1.65, -0.65], [-0.54, 2.15, -0.32], [-0.98, 2.85, 0.53], [0.70, 2.25, -0.80], [4.53, 0.80, 1.20], [3.06, 1.19, 2.13], [3.42, -0.51, 2.01], [2.43, 0.97, -0.40], [3.19, -1.48, -0.70], [0.76, 0.03, 1.49], [2.15, -2.39, 0.35], [0.80, -2.41, 1.24], [-0.97, -0.99, -1.70], [-2.00, 0.94, -1.58], [-2.99, 1.32, 0.50], [-1.94, 0.49, 1.42], [-4.20, -0.35, 2.04], [-5.03, -1.06, 0.75], [0.77, 1.92, -1.69]], "nbo_charge": [-0.6258, 0.0995, -0.7268, -0.1881, -0.8240, 0.6662, -0.6224, -0.6286, -0.1578, -0.5308, 0.6733, -0.8372, -0.6204, 0.7942, -0.5381, -0.6666, 0.2271, 0.1939, 0.2347, 0.1732, 0.4780, 0.2175, 0.3684, 0.3561, 0.4368, 0.2492, 0.2604, 0.2536, 0.3783, 0.4048, 0.5016], "charge": 0, "gap_ha": 0.3464, "homo_energy_ha": -0.33724, "smiles": "C[C@@H](O)[C@H](N)C(=O)N[C@@H](CC(N)=O)C(=O)O"}

=====

Short version: #i is the most stable of them.